Run i
{
  "formula": "C4H11N4O",
  "method": "wB97M-V/def2-TZVPD",
  "total_charge": 1,
  "homo_energy_ev": [-11.99, -10.40],
  "elements": ["O", "N", "N", "N", "N", "C", "C", "C", "C", "H", "H", "H", "H", "H", "H", "H", "H", "H", "H", "H"],
  "positions_angstrom": [[0.36, 1.81, 0.40], [1.77, -0.09, 0.73], [-2.57, -1.17, -0.12], [-0.42, -0.43, 0.08], [-2.22, 1.00, 0.57], [0.62, 1.97, -0.95], [2.35, -1.21, 0.12], [0.51, 0.41, 0.49], [-1.71, -0.15, 0.18], [0.13, -1.30, -0.03], [2.43, -1.27, -1.10], [3.44, -1.23, 0.33], [-3.19, 1.30, 0.45], [1.69, 1.75, -1.11], [2.41, 0.72, 0.94], [1.98, -2.20, 0.42], [-1.64, 1.78, 0.77], [-0.08, 1.57, -1.71], [-3.61, -1.17, -0.13], [-2.25, -2.10, -0.33]]
}

=====

Run ii
{
  "formula": "C4H11N4O",
  "method": "wB97M-V/def2-TZVPD",
  "total_charge": 1,
  "smiles": "NC[C@@H]1NC(N)=[NH+]CO1",
  "homo_energy_ev": -13.18,
  "elements": ["O", "N", "N", "N", "N", "C", "C", "C", "C", "H", "H", "H", "H", "H", "H", "H", "H", "H", "H", "H"],
  "positions_angstrom": [[-0.69, 0.07, 1.36], [-0.41, -0.74, -0.80], [0.65, -1.88, 0.91], [-0.97, 2.92, -0.27], [1.61, -1.78, -1.20], [0.34, -0.76, 1.83], [0.63, -1.47, -0.42], [-1.41, 1.52, -0.41], [-0.41, 0.50, 0.09], [0.59, 0.95, 0.04], [-2.34, 1.41, 0.13], [-0.57, 3.22, -1.15], [1.65, -1.42, -2.14], [2.36, -2.39, -0.90], [1.25, -0.22, 2.07], [-0.34, -0.48, -1.78], [-1.58, 1.34, -1.47], [-0.13, -2.54, 0.97], [-0.20, 2.95, 0.39], [-0.02, -1.20, 2.75]]
}

=====

run ii ends up most stable, edging out the next structure by 80.0 kcal/mol.

=====

Run i
{
  "formula": "C20H24N2O3",
  "method": "wB97M-V/def2-TZVPD",
  "smiles": "CC(C)OCCCNC(=O)c1cccc(NC(=O)c2ccccc2)c1",
  "homo_energy_ev": -8.48,
  "elements": ["O", "O", "O", "N", "N", "C", "C", "C", "C", "C", "C", "C", "C", "C", "C", "C", "C", "C", "C", "C", "C", "C", "C", "C", "C", "H", "H", "H", "H", "H", "H", "H", "H", "H", "H", "H", "H", "H", "H", "H", "H", "H", "H", "H", "H", "H", "H", "H", "H"],
  "positions_angstrom": [[-1.75, 0.40, 1.39], [5.03, 1.96, -0.37], [-4.82, -1.12, -0.54], [-2.67, 2.16, 0.28], [3.22, 0.90, 0.09], [0.83, 1.25, 0.49], [-0.12, 2.19, 0.37], [6.39, -0.45, -1.05], [4.43, 0.89, -0.04], [5.83, -2.53, 0.87], [-4.30, -2.53, -0.38], [-1.53, 1.33, 0.73], [1.28, 4.03, 0.15], [-3.50, -2.32, 1.17], [-3.99, 1.76, 0.11], [2.10, 1.67, 0.07], [-5.56, -3.41, -0.10], [6.91, -2.71, -0.02], [2.24, 3.14, 0.17], [-4.60, 1.30, -1.19], [5.33, -0.21, -0.12], [5.09, -1.14, 0.87], [-0.06, 3.50, 0.47], [7.25, -1.52, -0.87], [-4.08, -0.03, -1.27], [2.74, -0.14, 0.52], [-5.24, -4.45, 0.27], [-6.05, -3.34, -1.22], [-4.12, 1.65, -2.03], [1.55, 5.00, -0.01], [5.65, -3.23, 1.84], [6.71, 0.31, -1.44], [-4.15, 1.07, 0.94], [-2.89, -0.44, -0.93], [-2.45, 2.83, -0.42], [-3.95, -0.66, -2.32], [4.26, -1.25, 1.37], [-6.25, -2.96, 0.52], [3.37, 3.23, -0.15], [-2.74, -1.57, 1.05], [-4.08, -2.14, 1.91], [-0.82, 4.32, 0.15], [-5.56, 1.29, -1.05], [-2.89, -3.19, 1.22], [7.54, -3.41, 0.05], [0.57, 0.11, 0.54], [7.95, -1.51, -1.46], [-4.43, 2.57, 0.52], [-3.63, -2.58, -1.15]]
}

=====

Run ii
{
  "formula": "C20H24N2O3",
  "method": "wB97M-V/def2-TZVPD",
  "smiles": "CCc1ccc(NC(=O)CCCN2C(=O)[C@H]3CC=CC[C@H]3C2=O)cc1",
  "homo_energy_ev": -8.26,
  "elements": ["O", "O", "O", "N", "N", "C", "C", "C", "C", "C", "C", "C", "C", "C", "C", "C", "C", "C", "C", "C", "C", "C", "C", "C", "C", "H", "H", "H", "H", "H", "H", "H", "H", "H", "H", "H", "H", "H", "H", "H", "H", "H", "H", "H", "H", "H", "H", "H", "H"],
  "positions_angstrom": [[0.79, 1.11, 2.12], [1.35, 0.66, -2.06], [4.70, -0.54, 0.74], [3.10, 0.35, -0.62], [-0.13, 1.85, 0.18], [-3.07, 0.15, -1.21], [-1.88, 0.86, -1.12], [0.47, -1.74, 0.78], [-3.71, -0.32, -0.07], [-5.02, -1.05, -0.17], [1.95, 2.83, 0.93], [2.04, -0.06, -1.38], [-1.96, 0.66, 1.28], [3.66, 1.69, -0.60], [1.48, -2.12, 1.54], [1.91, -1.57, -1.26], [2.66, 2.83, -0.42], [0.53, -1.95, -0.70], [-3.14, -0.05, 1.17], [2.68, -2.76, 0.91], [-6.19, -0.06, -0.11], [-1.31, 1.11, 0.13], [3.75, -0.68, 0.03], [0.84, 1.81, 1.14], [3.08, -1.98, -0.36], [-7.14, -0.59, -0.18], [4.20, 1.85, -1.54], [4.39, 1.69, 0.22], [-5.10, -1.76, 0.65], [-6.17, 0.49, 0.83], [-0.41, -1.28, 1.20], [-3.50, -0.04, -2.18], [1.48, -1.98, 2.61], [-5.06, -1.60, -1.12], [3.23, 3.76, -0.51], [-1.38, 1.21, -2.01], [2.68, 2.66, 1.73], [-6.13, 0.65, -0.92], [3.82, -2.57, -0.91], [1.50, 3.81, 1.09], [-3.63, -0.40, 2.06], [0.35, -3.01, -0.92], [2.44, -3.79, 0.63], [-1.52, 0.85, 2.24], [-0.24, -1.36, -1.21], [2.00, -1.99, -2.26], [1.95, 2.80, -1.25], [3.53, -2.78, 1.59], [0.11, 2.31, -0.69]]
}

=====

run ii ends up most stable, edging out the next structure by 363.4 kcal/mol.

=====

Run i
{
  "formula": "C6H16N2",
  "method": "wB97M-V/def2-TZVPD",
  "smiles": "[H]/N=C\\CC.C=C(C)N.[H][H]",
  "homo_energy_ev": -7.67,
  "elements": ["N", "N", "C", "C", "C", "C", "C", "C", "H", "H", "H", "H", "H", "H", "H", "H", "H", "H", "H", "H", "H", "H", "H", "H"],
  "positions_angstrom": [[-0.93, 1.54, 2.09], [0.66, -1.58, 0.06], [-3.25, 1.92, 1.88], [-2.21, -0.07, 0.75], [2.55, -1.72, -1.66], [2.89, -0.25, -1.52], [1.50, -2.25, -0.69], [-2.17, 1.19, 1.58], [3.39, -2.43, -1.61], [2.03, 0.28, -1.10], [1.32, -3.34, -0.82], [-0.01, 1.48, -1.41], [-0.83, 2.48, 2.40], [-0.10, 1.20, 1.63], [3.64, -0.09, -0.73], [3.18, 0.27, -2.42], [-4.25, 1.57, 1.67], [0.50, -1.23, -0.95], [-1.30, -0.63, 0.92], [-3.26, 2.79, 2.52], [-2.35, 0.18, -0.31], [-3.09, -0.58, 1.10], [2.27, -1.95, -2.69], [-0.18, 1.24, -0.71]]
}

=====

Run ii
{
  "formula": "C6H16N2",
  "method": "wB97M-V/def2-TZVPD",
  "smiles": "CC[C@@H](C)NCCN",
  "homo_energy_ev": -8.83,
  "elements": ["N", "N", "C", "C", "C", "C", "C", "C", "H", "H", "H", "H", "H", "H", "H", "H", "H", "H", "H", "H", "H", "H", "H", "H"],
  "positions_angstrom": [[0.15, 0.32, 0.64], [-3.15, 0.44, 2.05], [-0.07, -1.68, -0.77], [2.82, 0.38, -1.77], [-1.87, 1.16, 1.88], [2.14, -0.39, -0.62], [-1.21, 0.84, 0.50], [0.62, -0.29, -0.65], [0.15, -0.40, 1.36], [-1.10, -1.63, -0.42], [3.08, 1.38, -1.41], [3.62, -0.14, -2.28], [2.46, -0.10, 0.38], [-3.65, 0.41, 1.17], [2.08, 0.46, -2.58], [-2.94, -0.51, 2.32], [-1.18, 0.96, 2.68], [-0.15, -2.06, -1.80], [-2.09, 2.23, 1.86], [0.20, 0.36, -1.41], [2.46, -1.44, -0.61], [-1.91, 0.32, -0.16], [0.60, -2.40, -0.31], [-1.06, 1.78, -0.07]]
}

=====

Run iii
{
  "formula": "C6H16N2",
  "method": "wB97M-V/def2-TZVPD",
  "smiles": "CC[C@@H](N)CN(C)C",
  "homo_energy_ev": -8.40,
  "elements": ["N", "N", "C", "C", "C", "C", "C", "C", "H", "H", "H", "H", "H", "H", "H", "H", "H", "H", "H", "H", "H", "H", "H", "H"],
  "positions_angstrom": [[0.30, 1.97, 0.96], [0.93, -1.33, 0.58], [-0.11, 0.87, 0.05], [-1.36, 1.27, -0.70], [1.07, -2.39, 1.55], [-1.10, 2.37, -1.71], [-0.24, -0.49, 0.75], [0.99, -1.83, -0.78], [0.20, -3.07, 1.57], [0.44, -2.80, -0.86], [-1.18, -0.98, 0.41], [1.99, -2.17, -1.07], [1.27, -2.02, 2.54], [0.51, -1.19, -1.51], [1.22, 1.75, 1.30], [-0.75, 3.27, -1.19], [-0.32, 2.19, -2.46], [-1.96, 2.70, -2.29], [-0.36, -0.33, 1.82], [-2.13, 1.64, -0.02], [-1.78, 0.44, -1.25], [0.74, 0.88, -0.62], [-0.36, 2.18, 1.67], [1.99, -2.93, 1.29]]
}

=====

Run iv
{
  "formula": "C6H16N2",
  "method": "wB97M-V/def2-TZVPD",
  "smiles": "CCNC[C@@H](N)CC",
  "homo_energy_ev": -8.62,
  "elements": ["N", "N", "C", "C", "C", "C", "C", "C", "H", "H", "H", "H", "H", "H", "H", "H", "H", "H", "H", "H", "H", "H", "H", "H"],
  "positions_angstrom": [[-0.94, -0.54, 0.40], [1.70, 1.79, -0.75], [2.17, -1.94, 0.00], [-0.29, 0.80, 0.21], [-3.31, 0.26, -0.54], [1.14, 0.53, -0.37], [-2.49, -0.34, 0.63], [1.96, -0.46, 0.53], [-1.03, 1.46, -0.22], [2.99, 0.10, 0.74], [-0.15, 1.13, 1.33], [2.35, -2.48, 0.98], [-0.71, -1.16, -0.35], [1.97, 2.37, -0.06], [1.45, -0.33, 1.49], [3.11, -2.20, -0.54], [-4.31, -0.01, -0.51], [1.24, 0.07, -1.39], [2.69, 1.72, -1.30], [-3.24, 1.31, -0.56], [-2.86, -0.21, -1.47], [1.37, -2.23, -0.63], [-2.63, -1.45, 0.64], [-2.64, 0.12, 1.55]]
}

=====

run iii ends up most stable, edging out the next structure by 6.1 kcal/mol.

=====

Run i
{
  "formula": "C6H16N2",
  "method": "wB97M-V/def2-TZVPD",
  "homo_energy_ev": -6.62,
  "elements": ["N", "N", "C", "C", "C", "C", "C", "C", "H", "H", "H", "H", "H", "H", "H", "H", "H", "H", "H", "H", "H", "H", "H", "H"],
  "positions_angstrom": [[3.27, -0.24, 0.85], [1.58, 0.35, -0.84], [-2.89, -1.09, 1.37], [-1.91, -1.31, 0.09], [-0.31, 0.73, 0.46], [2.95, -0.27, -0.53], [-1.27, -0.05, -0.41], [1.03, 1.28, 0.06], [2.72, -0.99, 1.48], [0.09, 1.73, -2.60], [0.17, 1.79, -3.36], [-0.50, 1.63, 1.09], [-0.07, -0.09, 1.23], [-1.82, 0.47, -1.19], [3.56, 0.50, -1.02], [-3.23, -1.93, 1.93], [0.96, 2.27, -0.40], [-2.43, -0.52, 2.20], [1.65, 1.35, 0.89], [2.90, -1.14, -1.15], [0.83, -0.32, -0.95], [-3.71, -0.50, 0.89], [-1.10, -1.85, 0.54], [-2.47, -1.78, -0.66]]
}

=====

Run ii
{
  "formula": "C6H16N2",
  "method": "wB97M-V/def2-TZVPD",
  "smiles": "CN(C)CCCCN",
  "homo_energy_ev": -8.52,
  "elements": ["N", "N", "C", "C", "C", "C", "C", "C", "H", "H", "H", "H", "H", "H", "H", "H", "H", "H", "H", "H", "H", "H", "H", "H"],
  "positions_angstrom": [[-1.04, 1.39, 0.73], [1.96, -2.57, -1.84], [0.00, -1.68, -0.45], [1.43, -1.98, -0.55], [-0.81, 0.71, 2.06], [-0.45, -0.37, -1.05], [-0.10, 1.00, -0.34], [-1.12, 2.80, 0.91], [-1.08, 3.29, -0.08], [-1.57, -0.32, -1.14], [2.10, -1.11, -0.40], [2.74, -1.94, -2.11], [0.00, 1.81, -1.08], [0.15, 0.70, 2.51], [1.28, -2.54, -2.66], [-1.15, -0.34, 2.06], [-0.51, -1.73, 0.58], [-0.67, -2.43, -1.05], [1.79, -2.71, 0.23], [-0.15, -0.33, -2.14], [-2.04, 2.89, 1.61], [0.98, 0.90, -0.04], [-0.26, 3.32, 1.41], [-1.48, 1.26, 2.82]]
}

=====

Run iii
{
  "formula": "C6H16N2",
  "method": "wB97M-V/def2-TZVPD",
  "homo_energy_ev": -6.31,
  "elements": ["N", "N", "C", "C", "C", "C", "C", "C", "H", "H", "H", "H", "H", "H", "H", "H", "H", "H", "H", "H", "H", "H", "H", "H"],
  "positions_angstrom": [[0.26, -0.93, 0.01], [3.64, 0.69, 0.41], [0.14, -0.78, -1.40], [2.57, -0.36, 0.46], [-3.67, 0.36, 0.19], [1.12, 0.22, 0.50], [-2.33, -0.04, -0.49], [-1.77, 0.65, 0.58], [-4.43, -0.38, -0.09], [-2.20, 0.33, -1.50], [-2.18, -1.10, -0.46], [-3.92, 0.57, 1.24], [3.30, 1.40, -0.24], [-4.06, 1.26, -0.32], [-0.48, -1.52, -1.93], [-1.47, 0.09, 1.46], [2.77, -0.76, 1.46], [4.44, 0.33, -0.09], [-1.69, 1.71, 0.81], [-0.10, 0.26, -1.77], [0.90, 0.51, 1.53], [1.07, 1.03, -0.25], [1.14, -0.86, -1.86], [2.59, -1.09, -0.34]]
}

=====

run ii ends up most stable, edging out the next structure by 112.2 kcal/mol.

=====

Run i
{
  "formula": "C5H6OS",
  "method": "wB97M-V/def2-TZVPD",
  "smiles": "C#C[C@@](C)(S)C=O",
  "homo_energy_ev": -9.61,
  "elements": ["S", "O", "C", "C", "C", "C", "C", "H", "H", "H", "H", "H", "H"],
  "positions_angstrom": [[1.61, 0.29, -1.25], [-0.59, 2.00, 1.19], [-1.55, -1.57, -1.09], [-0.75, -0.80, -0.62], [0.82, -0.35, 1.30], [-0.49, 1.40, 0.15], [0.26, 0.10, -0.06], [0.84, 0.90, -2.20], [0.10, -0.47, 2.10], [-2.23, -2.29, -1.51], [1.34, -1.31, 1.14], [1.57, 0.35, 1.66], [-0.93, 1.77, -0.82]]
}

=====

Run ii
{
  "formula": "C5H6OS",
  "method": "wB97M-V/def2-TZVPD",
  "smiles": "O=C[C@@H]1C=CSC1",
  "homo_energy_ev": -8.32,
  "elements": ["S", "O", "C", "C", "C", "C", "C", "H", "H", "H", "H", "H", "H"],
  "positions_angstrom": [[1.98, -1.13, -0.15], [-2.54, -1.01, -0.41], [1.88, 0.65, -0.40], [-1.91, 0.07, -0.18], [0.59, 1.21, -0.14], [0.26, -1.22, 0.16], [-0.51, 0.10, 0.43], [-0.60, 0.33, 1.54], [-0.26, -1.58, -0.85], [3.01, 1.29, -0.41], [-2.50, 1.15, -0.45], [0.09, -2.20, 0.73], [0.51, 2.35, 0.12]]
}

=====

Run iii
{
  "formula": "C5H6OS",
  "method": "wB97M-V/def2-TZVPD",
  "smiles": "CC1=CCC(=S)O1",
  "homo_energy_ev": -8.57,
  "elements": ["S", "O", "C", "C", "C", "C", "C", "H", "H", "H", "H", "H", "H"],
  "positions_angstrom": [[-3.18, -0.79, 0.00], [-0.65, -1.10, 0.05], [0.54, -0.37, -0.02], [1.88, -1.10, 0.02], [-1.27, 1.06, 0.02], [0.16, 0.93, 0.01], [-1.74, -0.30, 0.07], [2.00, -1.90, -0.77], [0.95, 1.74, 0.16], [2.03, -1.38, 1.05], [-1.79, 1.85, 0.68], [-1.57, 1.63, -0.93], [2.65, -0.28, -0.32]]
}

=====

run iii ends up most stable, edging out the next structure by 15.0 kcal/mol.